{"formula": "C7H22N3PPb", "method": "ωB97M-V with the def2-TZVPD basis set", "e_homo_ev": -15.76, "lumo_ev": -6.596, "charge": 2, "max_force_ev_per_a": 0.2, "elements": ["Pb", "N", "C", "C", "N", "C", "C", "N", "H", "H", "H", "H", "H", "H", "H", "H", "H", "H", "H", "H", "H", "C", "P", "C", "C", "H", "H", "H", "H", "H", "H", "H", "H", "H"], "positions_angstrom": [[1.346, 0.054, 0.238], [1.017, 1.803, -1.622], [0.301, 1.083, -2.696], [-1.000, 0.550, -2.139], [-0.801, -0.409, -1.012], [-0.950, -1.846, -1.392], [0.369, -2.583, -1.464], [1.017, -2.522, -0.141], [1.912, 2.151, -1.957], [0.486, 2.627, -1.348], [0.093, 1.727, -3.551], [0.938, 0.270, -3.050], [-1.594, 1.388, -1.767], [-1.581, 0.077, -2.930], [-1.534, -0.213, -0.340], [-1.580, -2.327, -0.641], [-1.476, -1.923, -2.343], [0.190, -3.608, -1.791], [1.036, -2.123, -2.198], [0.459, -3.029, 0.543], [1.920, -2.989, -0.160], [-1.855, 0.420, 2.799], [-0.225, 1.095, 2.380], [-0.444, 2.894, 2.319], [0.817, 0.793, 3.835], [-2.198, 0.871, 3.732], [-1.795, -0.660, 2.935], [-2.582, 0.643, 2.018], [-0.865, 3.228, 3.270], [-1.121, 3.182, 1.516], [0.518, 3.386, 2.172], [0.343, 1.239, 4.711], [1.800, 1.245, 3.704], [0.941, -0.276, 4.010]]}